Formula: C5H16N3
Source: OMol25
Level of theory: ωB97M-V/def2-TZVPD

```
24
Properties=species:S:1:pos:R:3:lowdin_charge:R:1
N 0.65 -1.27 -1.46 0.2291
C -0.03 -0.44 -0.39 -0.2692
C -0.01 -1.17 0.96 -0.1643
C -1.39 -1.25 1.63 -0.2761
N -1.22 -1.77 2.98 0.0055
C 0.67 0.94 -0.30 -0.1895
N 0.11 1.77 -1.36 -0.1264
C 0.94 2.93 -1.73 -0.1096
H 0.56 -2.27 -1.35 0.1666
H 0.26 -1.00 -2.37 0.1733
H 1.64 -1.04 -1.54 0.1665
H -1.03 -0.28 -0.78 0.1458
H 0.42 -2.17 0.94 0.1160
H 0.71 -0.71 1.64 0.1176
H -1.93 -0.31 1.66 0.1207
H -1.97 -1.94 1.01 0.1166
H -1.52 -2.71 3.15 0.0779
H -1.60 -1.19 3.71 0.0736
H 1.74 0.77 -0.44 0.1307
H 0.51 1.29 0.71 0.1273
H -0.79 2.10 -1.03 0.1127
H 0.38 3.55 -2.43 0.0862
H 1.13 3.61 -0.90 0.0873
H 1.78 2.57 -2.31 0.0816
```

Output
- total energy (Eh) = -364.109752
- relative energy (zero: lowest compared OMol25 entry of this formula, charge and spin) (kcal/mol) = 41.16
- structure (SMILES) = CNC[C@@H]([NH3+])CCN
- highest occupied orbital energy (eV) = -12.4754
- total charge = +1
- orbital gap (hartree) = 0.3364
- LUMO energy (eV) = -3.32
- 2S+1 = 1
- largest force on an atom (eV/A) = 1.496